Computed, not measured: a molecular structure, C3HO2Pt at a distorted geometry, with ωB97M-V/def2-TZVPD.

Summary:
Energy relative to the best compared isomer or geometry (same formula, charge and spin) in eV: 3.0529
⟨S²⟩: 2.01
Total charge: +1
E in eV: -10450.15322
Spin multiplicity: 3
HOMO (alpha / beta) in eV: -15.0 / -15.8
Max |F| in eV/A: 16.449
HOMO-LUMO gap (alpha / beta) in hartree: 0.3068 / 0.2624

Structure (XYZ):
```
7
C3HO2Pt | OMol25 | ωB97M-V/def2-TZVPD
O 0.3380 1.0848 -0.9702
O -1.0670 0.8297 0.6773
C -0.2119 0.3347 -0.1157
Pt -0.8386 2.3007 -0.3312
C 0.3329 -1.8428 1.0460
C 0.2126 -1.0672 0.0323
H 1.2340 -1.6398 -0.3385
```

---

Computed, not measured: a molecular structure, C16H40ClO2P2Si2W at a distorted geometry, with ωB97M-V/def2-TZVPD.

Summary:
Energy relative to the best compared isomer or geometry (same formula, charge and spin) in eV: 0.0000
⟨S²⟩: 2.03
Total charge: +3
E in eV: -69987.38252
Spin multiplicity: 3
HOMO (alpha / beta) in eV: -18.0 / -18.8
Max |F| in eV/A: 9.854
HOMO-LUMO gap (alpha / beta) in hartree: 0.2505 / 0.2363

Structure (XYZ):
```
64
C16H40ClO2P2Si2W | OMol25 | ωB97M-V/def2-TZVPD
C -2.6723 -1.1484 -1.7775
C -1.7383 -1.3826 -0.7818
H -3.6566 -1.4768 -1.4092
H -2.4356 -1.6186 -2.7703
H -2.7305 -0.0592 -2.0455
O -1.3060 -1.8884 0.2597
Cl -0.5103 0.5354 -1.5126
W 0.9066 0.4039 0.8154
P 1.5036 -1.3297 -0.9449
C 2.1525 -2.8729 -0.2058
C 0.6132 -2.1622 -2.3422
H 1.3424 -2.7577 -2.9072
H 3.3245 -1.3026 -2.5407
H 0.1716 -1.4533 -3.0477
H 2.2035 0.0514 -2.8158
H 1.3039 -3.4283 0.1907
H -0.1528 -2.8679 -2.0130
C 2.7274 -0.5250 -2.0418
H 2.6365 -3.4673 -0.9788
H 3.3972 0.1657 -1.5221
H 2.8436 -2.6772 0.6061
P -1.1986 1.6090 1.2101
C -1.7549 1.4319 2.9638
C -0.9072 3.3477 0.7007
H -2.9042 1.7335 -0.5880
H -3.5779 2.0771 1.0051
H -3.2534 0.3979 0.5640
C -2.8725 1.4211 0.4637
H -1.1234 3.4284 -0.3771
H -1.5999 4.0021 1.2559
H -2.3620 2.2993 3.2178
H -0.9314 1.3236 3.6611
H 0.1260 3.6836 0.8642
H -2.3647 0.5316 3.0136
C 0.6511 -0.7089 2.3255
O 0.2534 -1.4617 3.2156
C 3.6549 -1.0479 2.9999
Si 4.1417 0.1723 1.6298
C 5.5251 1.4120 1.9771
C 4.9459 -0.8414 0.2178
C 2.4468 1.4506 1.1689
Si 2.4437 2.6396 2.7382
C 3.2785 4.0908 1.9257
C 0.8850 3.3168 3.5507
C 3.2363 1.9789 4.3166
H 4.6513 -1.2961 3.4195
H 3.1864 -1.9584 2.5759
H 2.9976 -0.6142 3.7787
H 6.3459 0.7550 2.3221
H 5.7857 1.8760 1.0056
H 5.3020 2.1896 2.7263
H 5.8010 -1.2923 0.7615
H 4.2754 -1.6244 -0.1907
H 5.3031 -0.1336 -0.5602
H 2.7920 2.0385 0.2512
H 2.5726 4.5990 1.2568
H 3.6155 4.7880 2.7038
H 4.1265 3.7595 1.3202
H 0.3999 2.6045 4.2261
H 1.1920 4.1683 4.1776
H 0.1016 3.7014 2.8972
H 2.5793 1.2462 4.8057
H 4.2239 1.5232 4.2201
H 3.3337 2.8506 4.9845
```